(i)
ORCA calculation (the ωB97M-V functional and the def2-TZVPD basis) on a 4-piece molecular cluster, C2H14N2O3 overall.

Properties
LUMO   0.52 eV
Orbital gap   10.13 eV
SMILES string   NCCN.O.O.O
E_HOMO   -9.6 eV
M   114.145 g mol⁻¹

Last column: Mulliken charge in e.
Geometry (Å):
O (-0.003, -3.212, -2.793)  -0.659
O (0.974, -0.274, -2.925)  -0.594
O (-1.269, 4.049, 0.141)  -0.654
N (0.025, 1.379, 2.217)  -0.518
N (0.007, -1.748, 0.211)  -0.384
C (0.491, 0.457, 1.194)  -0.404
C (-0.436, -0.762, 1.230)  -0.604
H (-0.298, 0.904, 3.045)  0.176
H (-0.373, -1.185, 2.233)  0.361
H (0.283, 0.243, -2.503)  0.315
H (1.115, 0.110, -3.795)  0.288
H (-0.974, 3.804, 1.027)  0.321
H (0.654, 2.131, 2.434)  0.221
H (0.733, -2.597, -2.682)  0.312
H (-0.442, -3.093, -1.942)  0.335
H (0.937, -1.500, -0.064)  0.187
H (-1.704, 3.265, -0.205)  0.309
H (-0.113, -2.670, 0.585)  0.238
H (0.306, 0.937, 0.237)  0.164
H (1.511, 0.145, 1.388)  0.356
H (-1.423, -0.383, 0.968)  0.233

=====

(ii)
ORCA calculation (the ωB97M-V functional and the def2-TZVPD basis) on a 4-piece molecular cluster, C2H14N2O3 overall.

Properties
LUMO   0.23 eV
Orbital gap   8.55 eV
SMILES string   CNCN.O.O.O
E_HOMO   -8.3 eV
M   114.145 g mol⁻¹

Last column: Mulliken charge in e.
Geometry (Å):
O (0.417, -1.563, -2.620)  -0.630
O (0.387, -3.277, -0.196)  -0.645
O (-1.641, -4.121, 1.607)  -0.647
N (0.337, 2.097, 1.050)  -0.250
N (0.570, 3.297, -1.091)  -0.658
C (-0.379, 0.882, 1.404)  -0.724
C (-0.231, 3.037, 0.119)  -0.457
H (-1.154, -4.177, 0.763)  0.368
H (-0.771, 0.963, 2.429)  0.255
H (1.059, -1.994, -3.201)  0.307
H (-0.909, -4.101, 2.234)  0.299
H (0.340, -0.649, -2.905)  0.317
H (-1.176, 2.619, -0.197)  0.348
H (0.587, -3.782, -0.994)  0.298
H (-1.033, 0.661, 0.572)  0.296
H (0.731, 2.415, -1.556)  0.238
H (0.377, -2.348, -0.446)  0.333
H (0.300, 0.038, 1.586)  0.235
H (1.090, 2.423, 1.624)  0.162
H (-0.394, 4.019, 0.572)  0.322
H (1.493, 3.560, -0.754)  0.235

=====

Pick the least stable structure from those above. Pick: (ii)